The following is a DFT calculation (ωB97M-V/def2-TZVPD) of 2 unconnected molecules or ions with the total composition CH3NO.

```
6
Properties=species:S:1:pos:R:3:forces:R:3:lowdin_charge:R:1
C -0.3938 -0.4865 -0.3275 3.9 -3.0 3.1 -0.323
N -0.9519 0.7241 -0.3648 0.5 6.0 1.5 0.005
O -1.5833 -0.2319 0.3303 -1.9 -1.4 0.6 -0.060
H -0.4176 -1.0033 -1.1966 -0.4 -1.9 -2.7 0.071
H 0.4846 -0.8014 0.3442 -1.3 0.9 -1.0 0.135
H -0.0184 1.5546 1.0075 -0.9 -0.6 -1.6 0.172
```
Positions in Å, forces in eV/Å.

Computed properties:
- Kohn-Sham gap (alpha / beta): 0.34656 / 0.35260 Eh
- Electronic energy: -4616.6256 eV